Molecular formula: C43H37O3P2Pm
Method: DFT, the ωB97M-V functional and the def2-TZVPD basis

Results
⟨S²⟩: 6.015
HOMO-LUMO gap (alpha / beta): 6.6 / 6.9 eV
2S+1: 5
Net charge: +2
Highest occupied orbital energy (alpha / beta): -13.224 / -13.225 eV
Electronic energy: -3177.07314 Eh

Geometry (Å):
C: 0.6309 -1.1762 -3.1814
C: -0.3823 -1.6153 -2.3324
C: -1.6796 -1.7164 -2.8430
C: -1.9571 -1.4303 -4.1786
C: -0.9348 -1.0628 -5.0496
C: 0.3645 -0.9387 -4.5263
P: 0.0135 -1.8400 -0.5853
C: -1.3013 -3.0055 -0.1083
C: -2.4114 -2.4967 0.5788
C: -3.3856 -3.3887 1.0112
C: -3.2769 -4.7456 0.7271
C: -2.2201 -5.2384 -0.0383
C: -1.2247 -4.3571 -0.4583
Pm: -0.3677 -0.0357 1.4328
P: 0.0107 1.7814 -0.6326
C: -1.3521 1.8878 -1.8331
C: -1.1575 2.1756 -3.1837
C: -2.2273 2.2470 -4.0685
C: -3.5177 1.9342 -3.6190
C: -3.7079 1.5509 -2.2924
C: -2.6484 1.5291 -1.4012
C: -0.1831 3.2390 0.5014
C: 0.6745 3.3333 1.6123
C: 0.4319 4.2811 2.6066
C: -0.6343 5.1699 2.4764
C: -1.4744 5.1173 1.3631
C: -1.2490 4.1443 0.3870
C: 1.5842 2.1036 -1.4810
C: 2.6585 1.2026 -1.3545
C: 3.8860 1.4917 -1.9444
C: 4.0500 2.6896 -2.6596
C: 2.9940 3.5968 -2.7751
C: 1.7703 3.3097 -2.1711
C: 1.5612 -2.7907 -0.5653
C: 2.0389 -3.5287 -1.6495
C: 3.2797 -4.1731 -1.5846
C: 4.0411 -4.0649 -0.4169
C: 3.5529 -3.3585 0.6827
C: 2.3041 -2.7556 0.6259
H: 1.5515 2.6860 1.6897
H: 1.0884 4.3249 3.4783
H: -0.8144 5.9216 3.2470
H: -2.3106 5.8141 1.2579
H: -1.9103 4.0594 -0.4667
H: -0.1508 2.3510 -3.5575
H: -2.0586 2.5417 -5.1014
H: -4.3544 1.9941 -4.3161
H: -4.7155 1.2859 -1.9513
H: -2.8335 1.2409 -0.3649
H: 2.5438 0.2758 -0.7895
H: 4.7247 0.7967 -1.8506
H: 5.0074 2.9176 -3.1344
H: 3.1124 4.5379 -3.3255
H: 0.9515 4.0249 -2.2236
H: 1.4519 -3.6027 -2.5602
H: 3.6410 -4.7417 -2.4438
H: 5.0181 -4.5489 -0.3669
H: 4.1390 -3.2788 1.6009
H: 1.9011 -2.2608 1.5092
H: -2.5813 -1.4190 0.7281
H: -4.2404 -3.0007 1.5624
H: -4.0408 -5.4367 1.0817
H: -2.1687 -6.2936 -0.3051
H: -0.3941 -4.7180 -1.0550
H: -2.4559 -2.0748 -2.1743
H: -2.9822 -1.5379 -4.5397
H: -1.1874 -0.8943 -6.1092
H: 1.2767 -0.6768 -5.0585
H: 1.6600 -1.0574 -2.8685
H: 0.1889 0.9334 -6.2947
H: 0.8138 0.6980 -5.9270
O: 0.2059 2.2844 5.5993
C: 0.0941 1.0661 6.1988
C: 0.1447 1.0300 7.5879
C: 0.1821 -0.1878 8.2713
C: 0.2139 -1.4035 7.5860
C: 0.1443 -1.3919 6.1917
C: 0.0143 -0.1861 5.5069
C: -0.0694 -0.1589 4.0733
O: 0.0653 -1.2301 3.3486
O: -0.3081 0.9756 3.4328
H: 0.0129 2.1126 4.6394
H: 0.1932 1.9949 8.1137
H: 0.2092 -0.1824 9.3573
H: 0.3039 -2.3651 8.0900
H: 0.1685 -2.2857 5.5612



Molecular formula: BrH6MnO3
Method: DFT, the ωB97M-V functional and the def2-TZVPD basis

Results
⟨S²⟩: 8.759
HOMO-LUMO gap (alpha / beta): 5.6 / 5.7 eV
2S+1: 6
Net charge: +1
ΔE to the lowest compared entry with this formula, charge and spin: 0.00 kcal per mole
Highest occupied orbital energy (alpha / beta): -14.182 / -14.182 eV
Electronic energy: -3953.98261 Eh

Geometry (Å):
Mn: -0.6809 1.5785 3.4116
Br: 0.3700 0.2076 1.5103
O: -1.1159 -3.1244 1.1163
H: -0.8537 -2.2140 1.2880
H: -1.1979 -3.1898 0.1568
O: -0.2911 2.7720 -0.7715
H: -0.2334 2.0633 -0.1172
H: -0.3752 2.3347 -1.6256
O: 1.8059 -0.1628 -1.8314
H: 1.5977 -0.3954 -0.9193
H: 0.9744 0.1304 -2.2180



Molecular formula: C8H12ClNSi
Method: DFT, the ωB97M-V functional and the def2-TZVPD basis

Results
HOMO-LUMO gap: 10.0 eV
ΔE to the lowest compared entry with this formula, charge and spin: 48.68 kcal per mole
Highest occupied orbital energy: -9.614 eV
Electronic energy: -1116.45248 Eh

Geometry (Å):
C: -1.2238 1.7293 0.0284
Si: -0.0649 0.3229 -0.4913
C: -0.7696 -1.0358 -1.7152
C: 0.9629 1.4761 -1.5936
C: 0.3942 -0.7375 0.9882
C: -0.2730 -0.6542 2.2832
N: -0.1846 -1.4992 3.3267
C: 0.7404 -2.5093 3.2154
C: 1.5656 -2.5907 2.1294
C: 1.4563 -1.6785 1.0387
Cl: 2.4365 -1.9836 -0.3482
H: -0.8375 2.6407 0.5823
H: -1.5334 2.1020 -0.9116
H: -2.0082 1.2001 0.5092
H: -0.9621 -0.4839 -2.6746
H: 0.0518 -1.8388 -1.9600
H: -1.5556 -1.5478 -1.2201
H: 1.7255 2.1895 -1.0526
H: 1.5391 0.8838 -2.3704
H: 0.2890 2.1856 -2.1074
H: -0.9739 0.2085 2.4544
H: 0.5086 -3.2420 4.0411
H: 2.3660 -3.3223 2.1640



Molecular formula: C15H22BrGeN3O3PtS2
Method: DFT, the ωB97M-V functional and the def2-TZVPD basis

Results
⟨S²⟩: 2.017
HOMO-LUMO gap (alpha / beta): 6.6 / 6.5 eV
2S+1: 3
Net charge: -2
ΔE to the lowest compared entry with this formula, charge and spin: 14.58 kcal per mole
Highest occupied orbital energy (alpha / beta): -2.177 / -2.177 eV
Electronic energy: -6541.33445 Eh

Geometry (Å):
Pt: -2.7751 0.7593 0.5151
Br: -6.3649 -5.1065 -1.9750
C: -4.0304 -3.6652 -1.1865
C: -3.2860 -2.7469 -1.9288
C: -2.8452 -1.5949 -1.2679
N: -3.1347 -1.2632 -0.0109
C: -3.7026 -2.2701 0.7228
C: -4.1135 -3.4590 0.1719
H: -3.0372 -2.8727 -2.9583
H: -2.1781 -0.8930 -1.8290
H: -3.7848 -2.0031 1.7608
H: -4.4838 -4.2587 0.7959
C: 0.1073 -1.7561 1.5458
Ge: -0.4034 -0.2046 2.5788
C: -0.2027 -0.8199 4.4605
C: 0.9715 1.1811 2.2213
C: -2.2452 0.3691 2.3672
H: 1.0959 -2.0370 1.8182
H: 0.0793 -1.5262 0.4663
H: -0.6024 -2.5963 1.7620
H: 0.7759 -0.8146 4.8959
H: -0.5850 -1.8452 4.4492
H: -0.9124 -0.2037 5.0534
H: 1.9528 0.8054 2.3066
H: 0.7801 2.0197 2.9006
H: 0.8511 1.5858 1.2034
H: -3.0611 0.3649 3.1202
C: -0.9260 3.0451 -1.5472
S: -2.5350 3.2172 -0.8742
O: -3.2437 2.0639 -1.4740
O: -2.9844 4.5585 -1.1542
O: -2.4753 2.8521 0.5874
H: -1.0643 3.0769 -2.6262
H: -0.4876 2.1151 -1.1764
H: -0.3917 3.9728 -1.1928
C: 5.6424 2.2686 -2.6321
C: 4.7577 1.2278 -2.0163
C: 5.3777 0.0937 -1.5065
C: 4.4832 -0.8590 -1.0170
N: 3.1731 -0.7470 -1.0428
C: 2.6411 0.3603 -1.7023
S: 0.9119 0.3626 -1.9322
N: 3.4416 1.3586 -2.1397
H: 6.5890 2.3451 -2.1773
H: 5.1017 3.2018 -2.6431
H: 5.8390 2.1224 -3.6941
H: 6.4550 -0.0167 -1.4810
H: 4.8295 -1.7683 -0.5177



Molecular formula: C14H18IOPdS2
Method: DFT, the ωB97M-V functional and the def2-TZVPD basis

Results
HOMO-LUMO gap: 3.9 eV
Net charge: -1
ΔE to the lowest compared entry with this formula, charge and spin: 32.29 kcal per mole
Highest occupied orbital energy: -1.512 eV
Electronic energy: -1841.33860 Eh

Geometry (Å):
Pd: -0.6340 -0.0065 -1.2768
I: -2.7990 -0.8500 0.4278
C: -2.0117 0.8340 1.7109
C: -2.2664 0.9515 3.0865
C: -1.6723 2.0086 3.8952
C: -0.7203 2.8474 3.3278
C: -0.4704 2.7962 1.9183
C: 0.4765 3.6916 1.3651
C: 0.8467 3.5387 0.0363
C: 0.2195 2.6172 -0.8236
C: -0.6476 1.7106 -0.2337
C: -1.1106 1.7768 1.1137
H: -2.9484 0.2409 3.5409
H: -1.9641 2.1465 4.9249
H: -0.2498 3.6772 3.9012
H: 0.9228 4.4916 1.9463
H: 1.7582 4.0756 -0.2773
H: 0.5424 2.5938 -1.8673
C: 1.4312 -4.4063 2.7920
S: 0.7519 -3.0338 1.8960
C: 1.9034 -2.9858 0.5749
H: 1.1960 -5.3599 2.2774
H: 0.9555 -4.3917 3.7589
H: 2.5036 -4.3177 2.8973
H: 1.4804 -3.5859 -0.2677
H: 2.9124 -3.3721 0.7575
H: 2.0042 -1.9746 0.1424
C: 1.1775 -0.6517 -3.9556
S: -0.4377 -1.5620 -4.0636
C: -1.4874 -0.2592 -4.6171
O: -1.0664 -1.6587 -2.6028
H: 1.4193 -0.2462 -2.9449
H: 1.1597 0.0962 -4.7775
H: 1.9293 -1.4109 -4.2777
H: -2.4793 -0.4706 -4.1887
H: -1.4767 -0.3292 -5.7172
H: -1.1482 0.7785 -4.3996



Molecular formula: C32H39BKN9O5
Method: DFT, the ωB97M-V functional and the def2-TZVPD basis

Results
HOMO-LUMO gap: 7.0 eV
Net charge: -2
ΔE to the lowest compared entry with this formula, charge and spin: 1.73 kcal per mole
Highest occupied orbital energy: -2.790 eV
Electronic energy: -2736.87859 Eh

Geometry (Å):
K: -1.4159 -0.8640 -0.2668
O: -6.2413 0.5776 -0.2105
C: -6.3636 1.6443 -1.0067
C: -7.6316 2.2146 -1.1674
C: -7.8059 3.3178 -1.9804
C: -6.7215 3.8776 -2.6508
C: -5.4656 3.3146 -2.4911
C: -5.2592 2.2027 -1.6789
C: -3.8958 1.5990 -1.4927
O: -3.8013 0.5869 -0.7394
N: -2.9178 2.2147 -2.1486
N: -1.7075 1.6398 -1.8941
C: -0.7083 2.2269 -2.4255
C: 0.6651 1.7787 -2.1577
C: 1.7360 2.5593 -2.5936
C: 3.0267 2.1784 -2.2641
C: 3.2115 1.0359 -1.5056
C: 2.0877 0.3074 -1.1283
N: 0.8482 0.6533 -1.4556
H: -5.2553 0.3410 -0.2584
H: -8.4617 1.7636 -0.6378
H: -8.7959 3.7465 -2.0933
H: -6.8563 4.7430 -3.2882
H: -4.5994 3.7248 -2.9923
H: -0.8503 3.1207 -3.0392
H: 1.5437 3.4594 -3.1652
H: 3.8734 2.7761 -2.5830
H: 4.1910 0.7053 -1.1913
H: 2.1872 -0.5868 -0.5231
C: 0.7324 -3.5915 -1.3478
C: 1.3918 -3.3525 -0.0271
C: 2.3504 -4.1431 0.6325
C: 2.6244 -3.4654 1.8022
C: 3.6073 -3.7920 2.8767
N: 1.8566 -2.3579 1.8198
N: 1.1005 -2.2797 0.6941
B: 1.8869 -1.2460 2.8748
N: 2.9559 -0.1723 2.4799
N: 3.9726 -0.4984 1.6498
C: 4.8169 0.5225 1.6716
C: 6.0657 0.4864 0.8494
C: 4.3535 1.5298 2.5353
C: 3.1615 1.0380 3.0362
C: 2.2412 1.6594 4.0348
N: 0.5136 -0.5757 3.0612
N: 0.0147 0.3025 2.1562
C: -1.1283 0.7498 2.6500
C: -1.9568 1.7278 1.8803
C: -1.3897 0.1514 3.9023
C: -0.3126 -0.6839 4.1239
C: -0.0387 -1.5590 5.3036
H: 1.1869 -4.4462 -1.8511
H: 0.8451 -2.7172 -1.9951
H: -0.3370 -3.7825 -1.2274
H: 2.7834 -5.0739 0.3014
H: 4.1287 -4.7152 2.6211
H: 3.1182 -3.9252 3.8436
H: 4.3422 -2.9915 2.9818
H: 2.2029 -1.7303 3.9401
H: 6.0716 -0.4199 0.2431
H: 6.9616 0.4829 1.4764
H: 6.1358 1.3504 0.1830
H: 4.8047 2.4841 2.7597
H: 2.6912 2.5764 4.4175
H: 2.0571 0.9891 4.8777
H: 1.2739 1.8996 3.5915
H: -1.4115 2.0575 0.9953
H: -2.2008 2.6029 2.4871
H: -2.8936 1.2813 1.5402
H: -2.2401 0.3016 4.5489
H: -0.8989 -1.5378 5.9737
H: 0.8417 -1.2219 5.8548
H: 0.1439 -2.5909 5.0031
C: -3.9226 -3.9630 2.5771
C: -2.6352 -3.5321 1.8825
C: -1.4138 -4.0488 2.6354
O: -2.5957 -2.1007 1.8269
C: -2.6005 -4.1141 0.4284
O: -2.7637 -5.3495 0.3717
O: -2.3949 -3.3103 -0.5088
H: -3.9312 -3.6025 3.6124
H: -4.0032 -5.0491 2.5654
H: -4.7828 -3.5387 2.0565
H: -1.4500 -3.7220 3.6828
H: -0.4979 -3.6667 2.1805
H: -1.3995 -5.1378 2.6053
H: -2.2841 -1.7636 2.6772



Molecular formula: C30H59BN9O5SeW
Method: DFT, the ωB97M-V functional and the def2-TZVPD basis

Results
⟨S²⟩: 2.012
HOMO-LUMO gap (alpha / beta): 8.4 / 8.1 eV
2S+1: 3
Net charge: +1
ΔE to the lowest compared entry with this formula, charge and spin: 0.00 kcal per mole
Highest occupied orbital energy (alpha / beta): -10.823 / -11.439 eV
Electronic energy: -4540.78002 Eh

Geometry (Å):
W: -0.8388 1.0599 -0.0863
C: 1.4085 -0.8273 4.5713
C: 0.2425 -0.5885 3.6676
C: -1.0744 -0.4595 4.0630
C: -1.8065 -0.1508 2.9289
N: -0.9563 -0.0533 1.8684
N: 0.3037 -0.3859 2.3442
B: 1.5662 -0.7195 1.4616
N: 1.4747 -2.0332 0.6350
N: 1.5323 -2.0078 -0.7316
C: 1.7944 -3.2367 -1.1324
C: 1.9095 -4.0991 -0.0227
C: 1.7142 -3.2986 1.0763
C: 1.7581 -3.6840 2.5141
C: 1.8918 -3.5854 -2.6016
C: 0.5206 -4.0709 -3.0900
C: 2.9158 -4.7090 -2.7881
C: 2.3149 -2.3664 -3.4246
N: 1.9381 0.4608 0.5478
N: 1.2852 0.7983 -0.6306
C: 2.1135 1.6811 -1.2648
C: 3.1860 1.9711 -0.4422
C: 3.0493 1.1832 0.6838
C: 3.9596 1.1264 1.8630
C: 2.1103 2.1282 -2.7195
C: 3.4140 1.5459 -3.3108
C: 2.1547 3.6541 -2.8039
C: 0.9741 1.6054 -3.5877
C: -3.3263 -0.1615 2.8771
C: -3.7506 -1.1237 1.7637
C: -3.8628 -0.7304 4.1963
C: -3.9429 1.2282 2.6945
H: 1.0484 -0.8350 5.5984
H: 2.1480 -0.0329 4.4733
H: 1.9136 -1.7677 4.3789
H: -1.4477 -0.6012 5.0597
H: 2.4350 -0.8517 2.2676
H: 2.1224 -5.1533 -0.0139
H: 1.7999 -4.7681 2.5966
H: 0.8734 -3.3410 3.0501
H: 2.6417 -3.2771 3.0083
H: 0.1270 -4.8612 -2.4492
H: 0.5947 -4.4589 -4.1070
H: -0.1997 -3.2482 -3.0998
H: 2.5821 -5.6374 -2.3239
H: 3.8785 -4.4367 -2.3547
H: 3.0634 -4.9068 -3.8511
H: 1.7781 -1.4687 -3.1133
H: 2.1172 -2.5449 -4.4827
H: 3.3812 -2.1652 -3.3094
H: 4.0118 2.6243 -0.6624
H: 4.7269 1.8900 1.7561
H: 4.4461 0.1571 1.9564
H: 3.4109 1.3178 2.7853
H: 4.2965 1.9332 -2.8042
H: 3.4824 1.8173 -4.3650
H: 3.4280 0.4575 -3.2325
H: 3.0294 4.0544 -2.2918
H: 1.2633 4.1049 -2.3653
H: 2.2178 3.9553 -3.8507
H: 0.7552 0.5593 -3.3631
H: 1.2758 1.6399 -4.6344
H: 0.0891 2.2367 -3.5007
H: -3.3930 -2.1349 1.9752
H: -3.3732 -0.8021 0.7982
H: -4.8396 -1.1602 1.7025
H: -3.4778 -1.7298 4.3986
H: -4.9497 -0.7964 4.1314
H: -3.6277 -0.0846 5.0423
H: -3.4867 1.7986 1.8919
H: -3.8440 1.8108 3.6125
H: -5.0099 1.1263 2.4877
N: -0.9737 -1.1035 -0.5182
C: -1.9621 -1.5580 -1.5083
C: -1.7308 -0.6837 -2.7002
N: -1.7097 0.7151 -2.2148
C: -2.9074 1.4816 -2.6709
C: -4.2127 0.9697 -2.1208
N: -4.1601 0.9033 -0.6707
H: -0.0149 -1.3748 -0.8428
H: -1.1071 -1.5945 0.3649
H: -2.9635 -1.4164 -1.1060
H: -1.8130 -2.6163 -1.7332
H: -2.4968 -0.8151 -3.4653
H: -0.7614 -0.9121 -3.1501
H: -0.9304 1.1795 -2.6681
H: -2.9384 1.4044 -3.7624
H: -2.7611 2.5296 -2.4227
H: -4.4240 -0.0306 -2.5089
H: -4.9987 1.6278 -2.5073
H: -4.9886 0.4450 -0.3098
H: -4.1382 1.8352 -0.2649
O: -2.6600 4.5207 -1.3916
Se: -1.5416 3.8869 -0.4382
O: -2.1539 2.6364 0.5512
O: -0.5431 2.7478 -1.2499
O: -0.5653 4.8541 0.4106
C: 0.5588 3.9393 3.3069
C: -0.1482 2.7162 2.7744
O: 0.3207 2.4172 1.4294
H: 0.2251 4.1256 4.3280
H: 0.3343 4.8217 2.7085
H: 1.6393 3.7905 3.3248
H: -1.2298 2.8496 2.7466
H: 0.0873 1.8434 3.3731
H: 0.4072 3.2932 0.9913



Molecular formula: C6H10
Method: DFT, the ωB97M-V functional and the def2-TZVPD basis

Results
HOMO-LUMO gap: 10.4 eV
ΔE to the lowest compared entry with this formula, charge and spin: 62.64 kcal per mole
Highest occupied orbital energy: -9.218 eV
Electronic energy: -234.50269 Eh

Geometry (Å):
C: 0.1250 2.2067 0.1130
C: -0.6554 1.1031 0.2958
C: -0.2183 -0.2461 0.5687
C: 1.3007 -0.3298 0.8859
C: -0.3320 -0.8369 -0.8078
C: -1.0409 -1.9173 -1.2892
H: -0.3263 3.2019 0.1196
H: 1.2502 2.0516 0.3186
H: -1.8638 1.2312 0.3682
H: -0.7355 -0.7932 1.4127
H: 1.8862 0.1133 0.0263
H: 1.6444 0.4035 1.7698
H: 1.5076 -1.3825 0.9837
H: 0.0431 -0.1261 -1.6131
H: -1.6537 -2.7280 -0.6931
H: -0.9313 -1.9515 -2.4590



What is the electronic energy in the fourth record?
-6541.33445 Eh



Among the records above, which one has the lowest electronic energy?
C15H22BrGeN3O3PtS2



Which of these has the lowest electronic energy?
C15H22BrGeN3O3PtS2